18
Properties=species:S:1:pos:R:3 method="wB97M-V/def2-TZVPD" gap_ha=0.4073 e_above_lowest_ev=0.213
O 0.19 2.71 -1.15
C -0.22 1.87 -0.39
O -0.09 1.97 0.95
C -1.05 0.67 -0.78
C -1.68 -0.19 0.30
O -1.65 -1.58 -0.05
H 0.62 2.58 1.21
H -0.46 0.06 -1.46
H -1.74 1.11 -1.51
H -2.67 0.16 0.58
H -1.02 -0.15 1.16
H -2.12 -1.71 -0.88
H 2.33 -1.75 -1.13
H 2.50 -1.52 0.25
O 3.07 -1.63 -0.52
H -0.10 -2.42 1.16
H 0.94 -2.34 2.31
O 0.86 -2.47 1.36

11
Properties=species:S:1:pos:R:3 method="wB97M-V/def2-TZVPD" gap_ha=0.3718 total_charge=+1 e_above_lowest_ev=2.241
C -2.35 0.61 -0.19
C 0.12 0.33 -0.03
C 0.39 -1.21 0.02
N -1.23 -0.03 -0.01
O -1.00 -1.42 0.23
Cl -3.84 0.02 0.01
H -2.13 1.68 -0.61
H 0.49 0.91 0.75
H 0.39 0.85 -0.96
H 1.09 -1.56 -0.78
H 1.10 -1.52 0.82

22
Properties=species:S:1:pos:R:3 method="wB97M-V/def2-TZVPD" gap_ha="0.2828 / 0.2829" total_charge=+2 e_above_lowest_ev=6.734
C 0.17 -1.14 1.94
C 0.19 0.48 -1.11
C 1.40 0.44 -0.70
C 2.43 -0.31 1.51
C -1.93 -1.10 0.96
C -1.25 2.02 -2.58
N 2.35 0.27 0.30
N 1.52 -0.88 2.23
N -0.61 -0.64 1.06
O -2.10 -0.40 -2.14
S -1.61 0.73 -1.34
H -0.24 -2.15 2.25
H 1.83 0.54 -1.72
H 3.47 -0.23 1.91
H -2.63 -0.27 1.25
H -2.29 -1.92 1.49
H -2.27 -1.55 0.06
H -2.12 2.65 -2.47
H -1.08 1.54 -3.63
H -0.33 2.51 -2.51
H 3.19 0.77 0.11
H 1.91 -1.34 3.13

7
Properties=species:S:1:pos:R:3 method="wB97M-V/def2-TZVPD" gap_ha=0.3267 total_charge=-1 e_above_lowest_ev=0.573
O -1.78 -0.07 -1.16
H -0.90 0.00 -0.75
O 1.95 -1.21 0.74
C 1.26 -0.19 0.68
O 0.06 -0.08 0.35
H 1.63 0.82 0.89
H -2.23 0.73 -0.75

8
Properties=species:S:1:pos:R:3 method="wB97M-V/def2-TZVPD" gap_ha="0.2622 / 0.2622" e_above_lowest_ev=1.208
C -2.07 -0.67 -0.57
C -0.76 -0.62 -0.62
C 0.50 -0.63 -0.71
S 2.07 -0.56 -0.69
Cl 2.82 2.38 2.29
H -2.63 -0.13 0.19
H -2.65 -1.25 -1.28
H 2.72 1.46 1.40

56
Properties=species:S:1:pos:R:3 method="wB97M-V/def2-TZVPD" gap_ha="0.3286 / 0.3302" multiplicity=4 total_charge=+1 e_above_lowest_ev=0.000
Nd -0.08 -0.31 -0.39
O 3.62 1.72 0.51
C 2.66 1.21 -0.03
N 2.02 0.06 0.32
C 2.63 -0.65 1.40
C 1.81 -1.73 1.97
C 2.29 -2.49 3.06
C 1.44 -3.38 3.68
C 0.19 -3.61 3.19
C -0.22 -2.87 2.13
N 0.52 -1.93 1.55
C 2.01 2.01 -1.18
C 2.64 3.14 -1.66
C 2.05 3.86 -2.69
C 0.90 3.30 -3.31
C 0.33 2.18 -2.75
N 0.90 1.53 -1.74
H 2.91 0.03 2.22
H 3.58 -1.07 1.11
H 3.31 -2.37 3.47
H 1.86 -3.87 4.54
H -0.46 -4.43 3.58
H -1.16 -3.07 1.72
H 3.58 3.44 -1.27
H 2.53 4.73 -3.11
H 0.50 3.75 -4.20
H -0.49 1.67 -3.23
O -3.40 -3.78 -4.25
C -2.13 -4.13 -4.25
O -1.80 -5.21 -4.69
C -1.10 -3.18 -3.78
C 0.21 -3.06 -4.20
N 0.75 -2.01 -3.52
N -0.13 -1.46 -2.68
C -1.23 -2.18 -2.82
C -2.34 -2.02 -1.86
O -3.45 -2.31 -2.31
O -2.09 -1.52 -0.73
H -3.62 -3.22 -3.45
H 0.72 -3.63 -4.96
H 1.67 -1.69 -3.61
N -3.44 1.93 2.04
C -3.02 1.10 1.05
N -1.72 1.05 0.98
C -1.26 1.97 1.97
C 0.04 2.36 2.21
C 0.26 3.37 3.12
C -0.83 3.92 3.84
C -2.12 3.51 3.67
C -2.32 2.56 2.66
H -4.40 2.14 2.31
H -3.72 0.52 0.46
H 0.87 1.89 1.71
H 1.28 3.66 3.38
H -0.61 4.65 4.60
H -2.94 3.93 4.21